# 1
ORCA calculation (wB97M-V/def2-TZVPD) on a structure of composition C38H23F8MnN4P2SSe2.

Total energy, Ha: -9514.3796
Total charge: +1
Expectation value of S²: 4.179
F_max, eV Å⁻¹: 0.58
Energy above the lowest of the compared OMol25 structures with the same formula, charge and spin, kJ/mol: 3.1
Multiplicity: 4
M, g/mol: 994.49

Geometry (Å):
Mn (0.363887, -0.137804, 0.279114)
F (2.463962, -4.628040, 1.983194)
C (2.688016, -4.595579, 0.662215)
F (3.822624, -3.903202, 0.462689)
F (2.878942, -5.844743, 0.237318)
C (1.539948, -3.937614, -0.059144)
C (0.749780, -4.616650, -0.964347)
C (-0.309954, -3.971352, -1.602562)
C (-0.546960, -2.648357, -1.318855)
N (0.229544, -1.996112, -0.440368)
C (1.243368, -2.600175, 0.186374)
S (2.010597, -1.470988, 1.277446)
H (0.959090, -5.657887, -1.171504)
H (-0.935168, -4.493796, -2.310971)
H (-1.344588, -2.078863, -1.776148)
Se (0.173522, 6.678234, 1.080483)
P (1.829766, 5.458139, 1.464406)
C (2.598455, 5.668638, 3.088434)
C (2.858053, 6.992824, 3.445451)
C (3.506500, 7.277154, 4.634181)
C (3.893415, 6.243147, 5.478247)
C (3.630605, 4.928235, 5.129175)
C (2.984177, 4.636109, 3.934907)
C (3.224535, 5.684788, 0.319802)
C (3.055808, 6.450381, -0.828567)
C (4.151005, 6.764804, -1.623260)
C (5.416177, 6.331217, -1.260071)
C (5.590575, 5.561156, -0.115284)
C (4.500845, 5.238972, 0.674158)
C (1.361166, 3.699456, 1.380037)
C (1.402010, 2.698223, 0.433993)
N (0.699788, 1.651197, 0.972006)
N (0.283695, 1.997541, 2.196697)
N (0.657987, 3.206598, 2.442080)
P (2.039181, 2.489133, -1.214529)
Se (1.401435, 0.481621, -1.845412)
C (1.326415, 3.661615, -2.352800)
C (0.404815, 4.600103, -1.903733)
C (-0.177452, 5.474997, -2.811031)
C (0.150446, 5.401604, -4.154476)
C (1.053473, 4.442933, -4.607033)
C (1.637430, 3.565806, -3.713227)
C (3.827333, 2.518459, -1.182371)
C (4.579171, 3.134504, -2.175324)
C (5.959559, 2.985570, -2.176214)
C (6.582470, 2.243685, -1.186745)
C (5.831406, 1.647774, -0.178687)
C (4.455671, 1.774659, -0.180452)
H (2.540248, 7.800152, 2.795882)
H (3.703036, 8.305753, 4.906394)
H (4.392200, 6.466053, 6.412605)
H (3.921478, 4.121861, 5.789940)
H (2.774701, 3.606901, 3.683007)
H (2.073048, 6.842284, -1.060515)
H (4.017617, 7.378299, -2.505421)
H (6.274269, 6.604076, -1.862103)
H (6.580306, 5.230488, 0.172761)
H (4.647704, 4.669418, 1.584019)
H (0.140430, 4.681548, -0.855770)
H (-0.880653, 6.214585, -2.451887)
H (-0.303366, 6.085881, -4.859369)
H (1.293272, 4.375103, -5.659683)
H (2.314959, 2.802495, -4.077620)
H (4.106430, 3.743018, -2.932839)
H (6.546776, 3.463173, -2.949340)
H (7.658950, 2.131411, -1.193917)
H (6.320359, 1.078049, 0.600533)
H (3.868943, 1.291187, 0.591241)
F (0.106923, -1.321012, 3.785298)
C (-0.972763, -1.006992, 3.077721)
C (-0.894983, -0.589119, 1.768317)
C (-2.063442, -0.255963, 1.135098)
F (-1.887173, 0.179336, -0.166997)
C (-3.313853, -0.303725, 1.703041)
F (-4.410986, 0.038591, 1.045708)
C (-3.369608, -0.737545, 3.021393)
F (-4.536264, -0.816832, 3.634928)
C (-2.209871, -1.086102, 3.702224)
F (-2.298527, -1.489983, 4.960456)

Force components x, y, z for each atom (eV/Å):
0.52 -0.02 0.26
0.03 -0.01 -0.06
-0.01 0.02 -0.01
-0.02 -0.06 0.03
0.02 0.05 0.04
0.00 0.01 0.00
-0.02 -0.04 -0.02
0.00 -0.02 -0.01
0.06 0.00 0.04
-0.06 0.02 -0.15
0.05 0.03 0.07
-0.17 0.08 -0.02
-0.01 0.01 0.00
0.01 0.00 0.01
-0.01 -0.01 0.00
-0.04 0.08 0.02
0.12 -0.17 -0.01
-0.07 0.16 0.02
0.00 -0.01 0.01
0.02 -0.02 0.03
-0.01 0.04 -0.01
0.00 -0.04 -0.02
0.05 -0.02 -0.03
0.03 0.04 -0.02
-0.01 0.02 0.03
-0.01 0.00 -0.02
0.02 -0.03 -0.01
0.00 0.03 0.03
-0.02 -0.03 -0.02
0.04 -0.03 0.23
-0.14 -0.02 -0.15
0.13 -0.17 0.04
0.09 0.12 -0.06
-0.04 -0.01 0.02
-0.05 0.03 -0.06
-0.07 -0.02 -0.01
-0.01 0.05 -0.01
-0.01 0.01 0.03
0.03 -0.01 0.02
0.01 -0.01 -0.01
-0.01 0.02 0.00
0.00 -0.01 -0.01
0.06 -0.04 -0.03
-0.01 0.01 0.00
-0.01 0.01 -0.01
0.01 0.00 0.00
0.01 0.01 0.01
0.00 0.00 -0.01
-0.01 -0.02 0.00
0.00 -0.01 0.00
0.00 -0.01 -0.01
-0.01 0.01 -0.01
-0.01 -0.02 -0.01
-0.01 -0.02 -0.03
0.00 -0.01 0.01
-0.01 -0.01 0.01
-0.02 0.01 0.00
-0.01 0.00 0.02
0.00 -0.02 -0.08
0.00 0.00 0.00
0.00 -0.01 0.00
0.00 0.00 0.01
0.00 -0.01 0.02
-0.02 0.01 -0.01
0.00 0.00 0.01
-0.01 0.00 0.00
-0.01 0.00 -0.01
-0.03 -0.01 0.03
0.04 -0.02 0.02
0.00 0.05 0.03
-0.06 -0.01 -0.13
-0.07 0.05 -0.08
-0.23 0.00 -0.06
0.06 -0.03 0.06
-0.05 0.01 -0.03
0.03 0.01 -0.03
-0.07 -0.01 0.04
0.02 0.01 -0.02
0.00 -0.02 0.06

# 2
ORCA calculation (wB97M-V/def2-TZVPD) on a structure of composition C38H24CeF5N7O2S in a non-equilibrium geometry.

Total energy, Ha: -3368.4286
Total charge: +2
F_max, eV Å⁻¹: 3.60
M, g/mol: 877.83

Geometry (Å):
Ce (-0.158914, -0.492913, -2.676610)
O (-0.605939, -4.498192, -4.435408)
C (-0.234851, -3.443389, -3.908504)
N (-1.069638, -2.574627, -3.216623)
C (-2.497130, -2.811842, -3.302395)
C (-3.246908, -1.556617, -2.977751)
C (-4.639675, -1.734257, -3.119972)
C (-5.541547, -0.789697, -2.699030)
C (-4.993464, 0.457599, -2.221041)
C (-3.608823, 0.606138, -2.199057)
N (-2.745450, -0.409399, -2.540482)
C (1.190988, -3.092047, -3.899105)
C (2.126090, -3.859830, -4.623528)
C (3.453351, -3.400704, -4.654764)
C (3.875420, -2.406853, -3.736326)
C (2.890457, -1.752716, -3.042369)
N (1.598079, -1.973155, -3.303360)
H (-2.783895, -3.669995, -2.684829)
H (-2.687407, -3.131406, -4.313926)
H (-4.960789, -2.643221, -3.633147)
H (-6.608251, -0.937479, -2.735527)
H (-5.589553, 1.295884, -1.901407)
H (-3.135976, 1.511207, -1.778329)
H (1.781515, -4.726244, -5.112516)
H (4.177184, -3.764507, -5.400915)
H (4.940449, -2.199006, -3.537503)
H (3.097997, -1.010277, -2.268768)
C (1.860489, 1.944691, 11.392728)
O (2.402569, 1.137552, 10.369843)
C (2.017448, 1.149015, 9.089755)
C (2.279744, -0.029752, 8.376686)
C (1.889115, -0.143417, 7.035005)
C (1.314791, 0.950729, 6.379693)
C (1.120923, 2.142331, 7.150565)
C (1.460813, 2.258309, 8.470569)
C (0.950580, 0.798431, 5.008930)
N (1.263691, -0.313563, 4.315470)
C (0.815562, -0.080935, 3.023220)
C (0.232084, 1.198847, 2.918061)
N (0.289785, 1.717622, 4.204084)
C (-0.188699, 1.714763, 1.701423)
C (-0.527644, 3.082261, 1.432146)
C (-0.713925, 3.472263, 0.127292)
C (-0.565599, 2.558028, -0.920637)
N (-0.471422, 1.269503, -0.668336)
C (-0.207661, 0.794307, 0.618694)
C (0.189676, -0.564260, 0.759680)
N (0.097310, -1.427173, -0.255236)
C (0.647266, -2.644747, -0.203581)
C (1.486885, -3.041531, 0.867394)
C (1.511626, -2.181989, 1.977730)
C (0.788292, -0.990546, 1.964271)
H (2.239061, 1.487521, 12.315565)
H (0.807684, 1.983003, 11.431150)
H (2.210435, 2.980265, 11.298832)
H (2.689347, -0.868031, 8.935355)
H (2.032136, -1.071754, 6.477066)
H (0.603806, 3.026616, 6.669893)
H (1.118921, 3.087588, 9.102098)
H (-0.142453, 2.615121, 4.556529)
H (-0.638701, 3.776547, 2.250655)
H (-0.868890, 4.505687, -0.211196)
H (-0.437023, 2.886579, -1.954274)
H (0.430444, -3.289595, -1.079218)
H (2.170232, -3.879013, 0.703118)
H (1.973414, -2.455402, 2.938106)
F (-2.382903, 2.189639, -8.727088)
C (-1.581960, 2.069891, -7.684818)
C (-1.330330, 0.810838, -7.105984)
F (-1.877306, -0.276849, -7.668517)
C (-0.518736, 0.760106, -5.954474)
F (-0.449201, -0.480624, -5.330525)
C (0.128246, 1.849740, -5.336020)
S (1.181859, 1.699937, -4.024233)
C (-0.064157, 3.064050, -6.084400)
F (0.692011, 4.183933, -5.782140)
C (-0.922026, 3.178567, -7.186102)
F (-1.030929, 4.402444, -7.761630)

Force components x, y, z for each atom (eV/Å):
-1.09 0.50 0.37
0.47 1.70 0.64
-2.16 -1.75 0.00
1.84 1.38 -0.09
1.53 0.23 0.00
-2.33 -0.66 -0.08
-0.11 -0.13 -0.31
1.17 1.75 0.43
0.88 -1.17 -0.52
-0.24 -0.39 0.42
0.83 0.12 -0.01
2.15 -0.32 -1.59
0.44 1.65 1.05
0.12 0.21 -0.03
0.22 -0.77 -0.27
0.25 0.54 -0.05
-0.85 -0.30 1.51
-0.17 0.31 0.23
-0.48 -0.05 -0.56
-0.10 0.15 0.48
-0.10 -0.05 -0.11
-0.26 -0.08 0.04
-0.33 -0.53 -0.50
-0.24 -0.80 -0.74
-0.42 -0.26 0.67
-0.74 -0.05 -0.36
0.13 0.06 -0.41
1.46 0.66 0.32
0.13 -0.93 -0.01
0.56 -0.32 0.24
-0.56 -0.12 -0.74
0.54 -0.04 0.86
0.09 1.18 1.96
-1.11 0.56 -2.08
-0.84 -0.05 0.58
-0.11 -0.91 -1.94
-0.64 1.24 -0.80
-0.51 1.31 2.46
0.61 -1.18 1.75
-0.17 1.16 0.64
-0.49 0.46 -1.20
-0.32 -0.79 -0.57
0.35 1.06 -0.16
-0.06 -0.49 0.55
1.28 -1.61 -0.23
-0.77 1.86 -1.27
0.48 -0.38 1.00
-0.25 -0.29 -2.02
0.48 0.01 0.11
-0.24 1.12 -0.23
-0.19 -1.69 -0.03
0.35 0.18 -1.02
-0.14 0.38 -0.24
-1.43 -0.34 -0.25
0.15 -0.16 0.14
0.00 0.15 -0.24
-0.01 0.32 0.34
0.69 -1.05 0.54
0.45 -0.08 -0.59
0.92 -1.65 -0.73
0.14 0.15 0.00
0.00 -0.35 0.72
-0.52 -0.11 0.21
0.36 0.38 0.74
-0.61 0.00 0.57
0.20 0.14 -0.69
0.13 -0.17 0.15
0.24 -0.56 0.03
0.18 0.62 0.19
0.33 0.50 0.73
-0.85 -0.02 -0.43
0.14 0.30 0.17
-1.54 0.72 -3.17
0.30 -1.07 2.00
1.02 0.59 0.62
-1.33 -1.82 -0.11
0.78 1.36 0.48
-0.09 -1.54 0.44